{"formula": "C7H8N2O2", "method": "ωB97M-V/def2-TZVPD", "symbols": ["C", "C", "O", "C", "O", "C", "N", "H", "H", "H", "H", "H", "C", "C", "C", "N", "H", "H", "H"], "xyz": [[-1.755, -0.508, 1.609], [-2.423, -0.265, 0.211], [-1.509, -0.500, -0.855], [-0.824, 0.546, -1.331], [-0.864, 1.728, -0.970], [0.012, 0.185, -2.485], [0.688, -0.039, -3.353], [-1.399, -1.513, 1.850], [-0.837, 0.041, 1.575], [-2.345, -0.409, 2.501], [-2.793, 0.815, 0.220], [-3.375, -0.872, -0.013], [3.643, -0.730, -0.376], [2.571, -0.118, -0.054], [1.790, 0.634, 0.599], [0.892, 1.202, 1.292], [4.183, -0.450, -1.190], [3.861, -1.739, -0.109], [0.485, 1.992, 0.879]], "forces_ev_per_a": [[0.154, -1.400, -1.219], [-2.497, 0.629, 1.860], [0.791, 0.695, -0.565], [-0.613, 2.325, 0.607], [-0.135, -2.886, -0.570], [-1.959, 0.373, 2.783], [1.922, -0.644, -2.553], [-0.061, -0.537, -1.095], [0.188, 0.792, 0.650], [-0.695, 1.255, 0.012], [0.763, -1.297, -0.316], [1.742, 0.533, 0.346], [0.089, -2.150, -0.401], [-0.879, 1.472, 1.777], [-2.963, 1.121, 1.281], [2.554, -2.759, -0.585], [1.691, 1.148, -2.322], [0.224, -0.538, 1.032], [-0.316, 1.866, -0.721]], "lumo_energy_ev": -0.5344, "e_above_lowest_ev": 5.197, "mol_weight_g_mol": 152.2, "e_homo_ha": -0.3298}



{"formula": "C7H8N2O2S", "method": "ωB97M-V/def2-TZVPD", "symbols": ["C", "C", "C", "C", "C", "C", "C", "N", "N", "O", "O", "S", "H", "H", "H", "H", "H", "H", "H", "H"], "xyz": [[0.608, 3.032, 2.075], [-0.430, 1.114, 1.918], [0.672, 2.728, 0.757], [0.695, 2.460, -1.948], [-0.095, 0.866, -0.495], [-0.660, -0.361, -0.745], [0.218, -1.548, -0.116], [-0.041, 1.984, 2.755], [0.063, 1.488, 0.626], [1.779, 4.560, -0.749], [-0.350, -2.768, 0.047], [1.726, 3.114, -0.629], [0.752, 3.910, 2.565], [-0.732, 0.157, 2.178], [1.408, 1.812, -2.494], [-0.634, -0.491, -1.782], [-1.634, -0.374, -0.206], [0.521, -1.211, 0.843], [1.096, -1.567, -0.861], [-0.128, -3.310, -0.707]], "forces_ev_per_a": [[-1.375, -2.276, -1.520], [2.046, 1.595, -0.596], [0.569, -0.174, 0.158], [-1.264, -2.200, 1.754], [3.714, 5.511, -2.909], [-1.503, -3.078, 2.042], [1.827, 1.927, -2.090], [-0.422, 0.852, 1.025], [-1.575, -1.581, 1.082], [0.112, 1.577, -0.307], [-0.976, -0.914, -0.142], [0.322, -0.777, 0.409], [1.012, 2.231, 1.204], [-0.992, -1.557, 0.093], [-0.227, -0.104, 0.052], [-0.995, -0.462, -1.546], [0.069, -0.366, -0.829], [0.654, 0.299, 0.845], [-0.821, -0.163, 1.471], [-0.175, -0.340, -0.197]], "lumo_energy_ev": [-1.4193, -1.4191], "e_above_lowest_ev": 9.100, "mol_weight_g_mol": 184.2, "e_homo_ha": [-0.2912, -0.2912]}



no.,DFT total energy (hartree)
1,-531.36809
2,-929.41539